No. 1
# C7H13NO

A structure of composition C7H13NO (wB97M-V/def2-TZVPD, the Open Molecules 2025 dataset).

Cartesian coordinates (Å):
1 C 1.399 0.379 -0.922
2 C 2.200 1.260 0.020
3 C -2.102 -0.904 -0.111
4 C -2.622 -0.697 -1.318
5 O 0.560 0.911 -1.701
6 H -0.837 1.398 -0.809
7 H 1.974 -0.480 -1.309
8 H -2.232 -1.859 0.384
9 H 2.779 1.958 -0.588
10 H 2.883 0.675 0.636
11 H 1.551 1.850 0.669
12 H -2.454 0.220 -1.863
13 H -3.221 -1.455 -1.802
14 C -1.244 0.050 0.611
15 C 0.452 -0.948 0.350
16 C 1.088 -1.220 1.493
17 N -1.206 1.340 0.168
18 H -0.711 1.976 0.779
19 H -1.309 -0.034 1.691
20 H 0.287 -1.768 -0.344
21 H 1.266 -0.454 2.241
22 H 1.496 -2.198 1.726

Total charge = 0
Energy relative to the best compared isomer or geometry (same formula, charge and spin) = 109.0 kcal/mol
HOMO energy = -8.50 eV
Energy = -11003.02543 eV

***

No. 2
# C5H13N2

A cluster of 2 separate species, C5H13N2 in total (wB97M-V/def2-TZVPD, the Open Molecules 2025 dataset).

Cartesian coordinates (Å):
1 C 2.084 -1.219 0.209
2 C 0.083 -2.514 0.238
3 N 0.621 -1.372 0.203
4 H 2.328 -0.402 -0.462
5 H 2.569 -2.154 -0.055
6 H 2.390 -0.948 1.219
7 H 0.676 -3.419 0.187
8 H -0.997 -2.599 0.290
9 H -0.028 -0.412 0.347
10 C -2.058 1.093 -1.690
11 C -0.907 1.055 -1.039
12 N -0.776 0.817 0.369
13 C 0.027 1.818 1.097
14 H -3.020 0.994 -1.203
15 H -2.047 1.231 -2.760
16 H 0.025 1.154 -1.580
17 H -1.698 0.708 0.782
18 H 0.302 1.405 2.066
19 H 0.931 2.014 0.524
20 H -0.508 2.751 1.259

Total charge = +1
Energy relative to the best compared isomer or geometry (same formula, charge and spin) = 57.5 kcal/mol
HOMO energy = -13.29 eV
Energy = -8368.31521 eV